The following is a DFT calculation (the ωB97M-V functional and the def2-TZVPD basis) of 2 unconnected molecules or ions with the total composition C4H8O3 at a distorted geometry.

Summary:
energy relative to the best compared isomer or geometry (same formula, charge and spin) = 203.2 kJ/mol
calculated total energy = -382.88741 Ha
M = 104.10 g mol⁻¹
HOMO = -10.06 eV
gap between HOMO and LUMO = 10.95 eV

Bonds (Å) are listed after each position.
Cartesian coordinates (Å):
1 C -2.043 -0.211 0.235  H2 1.101, H11 1.100, O13 1.404, H15 1.094
2 H -2.170 -1.228 -0.167  C1 1.101
3 H 1.643 -0.208 -0.977  C10 1.100
4 H 1.641 1.120 0.198  C10 1.100
5 C 0.283 -0.470 0.668  H9 1.101, C10 1.519, H12 1.101, O13 1.406
6 C -0.310 1.580 -2.204  O7 1.139
7 O -1.430 1.672 -2.388  C6 1.139
8 H 3.476 -0.318 0.459  O14 0.964
9 H 0.176 -1.550 0.477  C5 1.101
10 C 1.601 0.025 0.097  H3 1.100, H4 1.100, C5 1.519, O14 1.413
11 H -2.331 -0.212 1.296  C1 1.100
12 H 0.275 -0.316 1.758  C5 1.101
13 O -0.738 0.268 0.042  C1 1.404, C5 1.406
14 O 2.633 -0.617 0.819  H8 0.964, C10 1.413
15 H -2.706 0.467 -0.311  C1 1.094

Löwdin atomic charge list, values in e, 5 entries: number 1, C, carries -0.11; number 2, H, carries 0.09; number 3, H, carries 0.11; number 4, H, carries 0.12; number 5, C, carries -0.22